Entry 1:
The following is a DFT calculation (ωB97M-V/def2-TZVPD) of a molecular structure, C24H25CrF3N2S3 at a distorted geometry.

Geometry as XYZ:
```
58
Properties=species:S:1:pos:R:3:lowdin_spin:R:1
Cr -0.13035 -0.56059 0.77591 1.208
S -1.55828 -0.99019 2.56786 -0.007
S 1.13282 0.07179 2.66433 -0.004
S 0.16821 -1.63011 4.90695 0.011
F 6.47465 -0.88339 0.43861 0.000
F 6.31571 -1.45835 -1.62139 0.000
F 6.16706 -2.94996 -0.07385 0.000
N -1.12054 -0.83239 -0.54205 -0.171
N 1.57319 -0.96172 -0.05150 0.004
C -0.50306 0.13819 -3.12977 0.000
C -2.17932 2.07010 3.91357 0.001
C 2.44429 -0.00989 -0.49112 0.013
C 4.32047 -1.49227 -0.33301 -0.001
C -0.22944 2.93175 2.57275 0.000
C -1.53118 2.44654 2.61505 0.001
C -2.37448 -2.65834 -1.35431 -0.017
C 5.78175 -1.70330 -0.39150 0.000
C -2.61512 -3.11159 0.04955 -0.003
C -2.83262 -3.38099 -2.43370 0.001
C 1.82614 3.66336 1.33574 0.000
C 3.41384 -2.50875 0.03289 -0.001
C -0.34927 3.13073 0.19224 0.005
C -1.85106 -1.81594 -3.96253 0.001
C -2.47470 2.58285 -1.05265 0.000
C 2.08542 -2.21011 0.13536 -0.005
C 0.38368 3.24664 1.36618 0.002
C -2.22286 2.29329 1.41962 0.002
C -1.65750 2.66113 0.20523 0.004
C 3.78423 -0.22389 -0.63512 -0.001
C -1.61934 -1.47051 -1.57421 -0.017
C -2.58918 -2.96719 -3.73582 -0.015
C -1.36190 -1.06881 -2.91380 -0.017
C -0.06705 -0.88735 3.45295 0.007
H -0.97568 1.01715 -2.69575 0.000
H -1.67818 2.53567 4.75856 0.000
H -1.66241 -3.29438 0.55630 -0.001
H -1.97862 3.09704 -1.87357 0.000
H 0.45308 -0.00552 -2.62214 0.001
H 2.05342 4.37848 2.12437 0.000
H -3.39192 -4.28917 -2.25432 0.000
H 2.08823 4.10288 0.37571 0.000
H -3.45255 3.03845 -0.90164 0.000
H -3.23279 2.34470 3.91613 0.000
H -3.20960 -4.02289 0.07175 0.000
H -2.63355 1.54074 -1.32705 0.000
H -0.32848 0.30787 -4.19052 0.000
H 1.36202 -2.97794 0.39452 -0.003
H 3.76989 -3.50914 0.21590 0.000
H 4.43237 0.56664 -0.98298 0.000
H 1.99764 0.95176 -0.71281 0.005
H -3.12569 -2.33362 0.61868 -0.001
H 0.32749 3.03983 3.49255 0.000
H -2.12684 0.98951 4.04868 0.001
H 2.45074 2.78380 1.49616 0.000
H 0.10081 3.42522 -0.74743 0.000
H -3.22888 1.89620 1.43461 0.000
H -1.64586 -1.50088 -4.97912 0.000
H -2.96882 -3.54315 -4.56504 -0.001
```

Computed properties:
Net charge: -1
Expectation value of S²: 1.17
LUMO energy (alpha / beta), Ha: 0.05524 / 0.05655
HOMO-LUMO gap (alpha / beta), eV: 5.4 / 5.5
Spin multiplicity: 2

Entry 2:
The following is a DFT calculation (ωB97M-V/def2-TZVPD) of CClF3 in the gas phase.

Geometry as XYZ:
```
5
Properties=species:S:1:pos:R:3:lowdin_charge:R:1
Cl 1.62638 -0.21316 -0.36639 0.747
F -0.56564 -1.09015 0.57066 0.106
F -0.22428 1.01303 0.85949 0.112
F -0.75837 0.27979 -1.08316 0.106
C -0.07810 0.01048 0.01940 -1.071
```

Computed properties:
ΔE to the lowest compared entry with this formula, charge and spin, eV: 0.000
LUMO energy, Ha: 0.03000
HOMO-LUMO gap, eV: 13.2
Spin multiplicity: 1
SMILES string: FC(F)(F)Cl

Entry 3:
The following is a DFT calculation (ωB97M-V/def2-TZVPD) of 2 unconnected molecules or ions with the total composition C6H15N2.

Geometry as XYZ:
```
23
Properties=species:S:1:pos:R:3:lowdin_charge:R:1
N -0.43567 -0.47446 0.16809 0.262
N 1.78975 0.92431 0.10723 -0.045
C -0.14766 0.18590 -1.05383 -0.325
C 2.91102 0.25882 0.75295 -0.073
C 1.34099 0.31296 -1.13121 -0.178
C -0.98176 1.51026 -0.98684 -0.075
C -2.09245 1.18762 0.05712 -0.093
C -1.80280 -0.30330 0.43751 -0.129
H -1.41027 -5.07812 2.46173 0.002
H -1.36442 1.72793 -1.97328 0.123
H 1.76055 -0.68689 -1.28612 0.133
H -0.53899 -0.41735 -1.88523 0.186
H -0.33911 2.30294 -0.62875 0.115
H -3.10764 1.28526 -0.29420 0.118
H 3.73435 0.16834 0.03937 0.100
H 3.28176 0.85770 1.57879 0.092
H -1.66352 -5.15554 1.75834 -0.002
H 1.69736 0.86891 -1.99888 0.140
H -2.06822 -0.61604 1.44467 0.138
H 2.63623 -0.74611 1.08628 0.099
H -2.28636 -0.91269 -0.35638 0.190
H 1.01275 1.00452 0.76720 0.105
H -1.92591 1.79503 0.93546 0.116
```

Computed properties:
Net charge: +1
ΔE to the lowest compared entry with this formula, charge and spin, eV: 6.240
LUMO energy, Ha: -0.29608
HOMO-LUMO gap, eV: 5.4
Spin multiplicity: 1

Entry 4:
The following is a DFT calculation (ωB97M-V/def2-TZVPD) of 2 unconnected molecules or ions with the total composition C5H15NOP at a distorted geometry.

Geometry as XYZ:
```
23
Properties=species:S:1:pos:R:3:lowdin_charge:R:1
P 1.28099 -1.05313 -0.58848 0.848
O -1.66796 0.60815 1.55558 -0.090
N 0.37913 1.49720 -0.06580 -0.094
C 1.74149 2.03518 0.34613 0.006
C -3.44023 0.47951 0.04188 0.039
C 0.42222 0.38907 -1.04346 -0.411
C -2.23097 0.08029 0.39728 -0.280
C 0.66444 -2.41699 -1.62206 -0.230
H -1.73507 -0.74618 -0.07654 0.079
H 1.97658 1.44701 1.23615 0.105
H -0.26842 2.17003 -0.49905 0.176
H 0.01388 1.20634 0.85236 0.102
H -3.84989 -0.05810 -0.78832 0.061
H 1.54162 3.04328 0.51119 0.075
H -2.06004 1.52051 1.83042 0.168
H 0.46208 0.67754 -2.03808 0.035
H -0.42197 -2.30516 -1.63132 0.055
H -3.99258 1.26190 0.48787 0.058
H 0.87896 -2.01629 -2.59085 0.038
H 2.45248 1.87104 -0.46739 0.102
H 2.76008 -1.00042 -0.25366 0.035
H 1.14914 -3.40377 -1.36764 0.088
H 0.70558 -1.28760 0.72020 0.035
```

Computed properties:
Net charge: +1
ΔE to the lowest compared entry with this formula, charge and spin, eV: 3.870
LUMO energy, Ha: -0.10599
HOMO-LUMO gap, eV: 8.8
Spin multiplicity: 1

Entry 5:
The following is a DFT calculation (ωB97M-V/def2-TZVPD) of a molecular structure, CH12Na6O9 at a distorted geometry.

Geometry as XYZ:
```
28
Properties=species:S:1:pos:R:3:lowdin_charge:R:1
Na 11.24444 6.15319 -8.44899 0.855
Na 8.28530 3.71156 -7.82964 0.875
Na 6.32914 3.77398 -12.15958 0.855
Na 8.53582 7.49351 -8.09999 0.733
Na 10.84575 3.01256 -10.18623 0.845
Na 10.12317 7.56701 -11.47101 0.872
O 5.30037 7.03242 -7.19287 -0.017
O 8.16786 5.43925 -11.54319 -0.077
O 4.60219 6.22128 -10.79635 -0.023
O 6.45586 7.50919 -12.60312 -0.027
O 7.30845 5.70044 -9.54080 -0.037
O 8.61756 5.52246 -14.58305 -0.020
O 9.49841 5.51817 -9.78525 -0.171
O 10.06237 3.30414 -12.84780 -0.012
O 6.67205 8.61061 -9.14003 -0.043
C 8.30856 5.48996 -10.28204 -0.931
H 6.95696 6.76603 -12.25507 -0.043
H 6.63161 7.94805 -9.84982 0.026
H 5.45467 6.08187 -7.17655 0.025
H 9.60559 4.13689 -12.64965 -0.003
H 5.71573 7.35544 -8.00796 -0.026
H 3.82085 5.84649 -10.36148 0.091
H 5.52777 7.31177 -12.40230 0.044
H 8.25382 5.52039 -13.69785 -0.044
H 5.35596 5.82790 -10.33907 -0.014
H 8.37908 6.38523 -14.95397 0.076
H 6.03908 9.29468 -9.41913 0.126
H 9.36191 2.63884 -12.88501 0.065
```

Computed properties:
Net charge: +4
ΔE to the lowest compared entry with this formula, charge and spin, eV: 1.514
LUMO energy, Ha: -0.56685
HOMO-LUMO gap, eV: 6.2
Spin multiplicity: 1

Entry 6:
The following is a DFT calculation (ωB97M-V/def2-TZVPD) of a molecular structure, C17H34CaOP2 at a distorted geometry.

Geometry as XYZ:
```
55
Properties=species:S:1:pos:R:3:lowdin_charge:R:1
Ca 1.64169 0.47356 -0.65909 1.139
P -0.83421 1.99230 1.41764 0.923
P -0.19077 -2.04755 1.76819 0.927
O 0.72276 -0.23085 2.97990 -0.159
C -1.10489 -3.39436 0.93913 -0.328
C -0.25226 1.87580 -2.58527 -0.202
C 1.38755 -2.36514 0.82145 -0.294
C -1.17474 -0.90052 0.58784 -0.401
C 0.35359 -0.34906 4.18094 -0.500
C 1.36677 -1.16818 -2.22102 -0.413
C -0.71145 -0.52294 -3.55475 -0.208
C 0.55764 3.16157 0.81395 -0.307
C 1.10139 1.65239 -2.46039 -0.421
C -0.86813 0.53031 0.17936 -0.519
C 2.28839 -0.51838 -3.26729 -0.238
C -2.34017 2.68840 0.59800 -0.312
C 0.01324 -1.24107 -2.43547 -0.204
C 0.14834 -1.62188 4.92863 -0.066
C 1.84908 0.93636 -3.57824 -0.228
C 0.04939 0.85109 4.95363 -0.046
C -1.19201 0.94226 -3.33072 -0.206
H -1.63275 -1.11016 -3.74901 0.105
H 2.15744 -1.59087 0.54472 -0.005
H -2.17483 -0.94718 1.05856 0.077
H 1.93938 -3.03908 1.50025 0.038
H 1.24709 0.95413 -4.50401 0.106
H -0.95165 -4.24238 1.59297 0.023
H 2.28263 -1.06897 -4.21518 0.100
H -0.91538 -1.90384 4.86970 0.096
H 0.37865 0.73512 5.97661 0.079
H -0.67082 2.81917 -2.20011 0.079
H 1.15370 -2.96655 -0.07634 0.023
H 0.55648 1.69686 4.50980 0.079
H 3.33602 -0.53026 -2.90358 0.094
H 2.76617 1.50736 -3.78960 0.100
H 1.74508 2.28626 -1.79147 0.055
H -1.22595 -1.44981 -0.36851 0.040
H -2.16126 -3.17124 0.81228 0.040
H -0.66301 -3.57321 -0.03679 0.019
H 0.82426 -2.43649 4.58419 0.089
H -2.06266 3.20673 -0.33216 0.034
H 1.62388 2.87239 0.65308 0.007
H 0.59308 3.81649 1.70576 0.017
H 1.85317 -1.98998 -1.65753 0.064
H -0.53386 -2.14622 -2.04863 0.094
H -2.19045 0.88232 -2.85424 0.098
H -1.40106 1.33049 -4.33557 0.099
H -2.79179 3.35201 1.34616 0.024
H -3.01085 1.83080 0.37657 0.046
H -1.78398 0.80735 -0.37830 0.041
H 0.24894 -1.44084 5.99640 0.073
H 0.20366 3.76336 -0.03236 0.024
H -0.37927 0.60089 -0.86120 -0.003
H -0.14019 -0.60300 -4.50650 0.101
H -1.03105 1.00424 5.03762 0.105
```

Computed properties:
ΔE to the lowest compared entry with this formula, charge and spin, eV: 3.177
LUMO energy (alpha / beta), Ha: -0.00103 / 0.00147
HOMO-LUMO gap (alpha / beta), eV: 3.9 / 3.8
Spin multiplicity: 1

Entry 7:
The following is a DFT calculation (ωB97M-V/def2-TZVPD) of 9 unconnected molecules or ions with the total composition C4H27NO9 at a distorted geometry.

Geometry as XYZ:
```
41
Properties=species:S:1:pos:R:3:lowdin_charge:R:1
O 0.99472 -2.02047 -2.75483 -0.091
O 3.40003 -1.56179 -0.29772 -0.031
O 3.09320 1.09149 0.87590 -0.033
O -1.83537 0.08220 -3.77177 -0.061
O 0.31320 -0.05903 2.16232 -0.070
O 2.54072 -1.55503 2.27129 -0.054
O -0.48746 3.62263 -1.54932 -0.071
O 1.13072 1.67952 -0.81716 -0.056
O -2.70981 2.21156 -2.26196 -0.089
N -0.47395 -0.61399 -0.57587 0.064
C -1.23506 -1.66325 2.96550 -0.028
C -2.14921 0.31699 0.98461 -0.044
C -1.33814 -0.93215 0.52991 -0.340
C -0.42468 -1.23399 1.75189 -0.379
H 1.67782 -1.12286 2.36233 0.001
H 0.23945 2.96314 -1.35488 0.016
H 4.22261 -1.86412 -0.60771 0.025
H 3.33282 1.33011 1.76140 0.058
H -2.06137 2.76161 -1.75885 0.012
H -2.32301 0.89346 -3.61743 -0.011
H -0.29117 3.96099 -2.40317 0.032
H -0.43998 0.37280 -0.68010 0.035
H -0.73397 -2.29246 3.61636 0.054
H -2.15623 -1.99953 2.50921 0.079
H -0.80631 -1.02593 -1.44552 0.073
H 3.63643 0.29054 0.80733 0.038
H -3.37713 2.91315 -2.27093 0.054
H 0.70064 -1.21594 -3.25222 0.042
H -1.58251 1.19745 1.25794 0.076
H -2.44248 -0.55442 -3.40931 0.024
H 3.06447 -1.59577 0.58890 -0.030
H -2.02581 -1.69789 0.39346 0.120
H 0.53436 0.41092 1.34193 0.070
H 1.81049 1.76488 -0.14319 0.021
H -1.56240 -0.81338 3.55227 0.087
H -2.80310 0.03971 1.82436 0.080
H 0.29395 -2.03147 1.52124 0.133
H -2.66760 1.02951 0.33922 0.069
H 1.29135 0.84129 -1.27867 0.067
H 2.46386 -2.37762 2.75889 0.068
H 1.18593 -1.54284 -1.92566 -0.011
```

Computed properties:
ΔE to the lowest compared entry with this formula, charge and spin, eV: 2.453
LUMO energy, Ha: 0.01495
HOMO-LUMO gap, eV: 9.9
Spin multiplicity: 1
SMILES string: C[C@H](O)[C@@H](C)N.O.O.O.O.O.O.O.O

Entry 8:
The following is a DFT calculation (ωB97M-V/def2-TZVPD) of a molecular structure, C8H8OS at a distorted geometry.

Geometry as XYZ:
```
18
Properties=species:S:1:pos:R:3:lowdin_charge:R:1
S -1.26426 0.75397 0.19133 0.903
O -1.21830 1.89762 1.11368 -0.378
C -2.26181 -1.30067 -0.54847 -0.252
C 1.22726 -0.58313 0.91413 -0.163
C 1.15552 1.30839 -0.79071 -0.115
C -0.91202 -1.69086 -0.26461 -0.098
C -2.77808 -0.03222 -0.17711 -0.179
C -0.16531 -0.73143 0.44780 -0.277
C -0.13442 1.18708 -1.17110 -0.122
C 1.59088 0.92375 0.58130 -0.202
H -0.62476 1.22684 -2.10331 0.081
H 1.11959 1.54197 1.42046 0.135
H -2.95474 -2.05576 -0.68944 0.054
H 1.98574 1.48088 -1.46844 0.115
H 2.66245 0.90731 0.58679 0.094
H 2.04368 -1.28410 0.38872 0.163
H 1.26884 -0.75392 1.98674 0.110
H -0.74024 -2.79572 -0.41776 0.130
```

Computed properties:
ΔE to the lowest compared entry with this formula, charge and spin, eV: 4.891
LUMO energy, Ha: -0.02257
HOMO-LUMO gap, eV: 8.0
Spin multiplicity: 1